Record 1
The following is a DFT calculation (wB97M-V/def2-TZVPD) of a structure of composition C11H25CeClIN2OP2 in a non-equilibrium geometry.

The value obtained for the HOMO-LUMO gap (alpha / beta) is 7.588 / 7.606 eV. Its multiplicity is 2. As for the total charge: +2.

Last column: Löwdin charge in e.
Positions of all 44 atoms, in Å:
C -4.935 -2.397 -4.855  -0.073
C -3.846 -2.655 -3.846  -0.772
H -5.284 -3.353 -5.267  0.103
H -4.560 -1.771 -5.664  0.089
H -5.771 -1.880 -4.387  0.090
O -3.424 -3.745 -3.534  0.006
I -2.898 -0.935 -2.810  0.767
Ce 0.357 -0.397 0.311  0.569
P -1.560 -0.111 2.206  0.650
C -1.200 -1.192 3.662  -0.235
C -1.854 1.575 2.836  -0.236
H -2.696 1.636 3.534  0.068
H -3.965 -0.656 2.119  0.071
H -2.056 2.239 1.987  0.041
H -3.346 -0.103 0.548  0.027
H -0.262 -0.850 4.139  0.052
H -0.959 1.955 3.347  0.044
C -3.111 -0.704 1.437  -0.242
H -2.001 -1.194 4.422  0.071
H -3.002 -1.747 1.105  0.057
H -1.043 -2.230 3.311  0.054
P 2.110 0.195 -1.662  0.649
C 3.669 -0.780 -1.472  -0.234
C 1.302 -0.325 -3.221  -0.240
H 1.672 2.555 -1.931  0.041
H 3.231 2.153 -2.688  0.068
H 3.100 2.283 -0.922  0.052
C 2.582 1.950 -1.830  -0.235
H 0.356 0.217 -3.355  0.028
H 1.928 -0.147 -4.101  0.071
H 4.371 -0.650 -2.314  0.072
H 3.412 -1.854 -1.386  0.055
H 1.061 -1.397 -3.189  0.057
H 4.176 -0.479 -0.534  0.044
Cl -0.959 1.595 -0.770  0.055
N 3.617 1.128 3.177  0.100
C 2.945 2.353 3.219  -0.022
C 1.878 2.230 2.394  -0.086
N 1.869 0.926 1.841  -0.109
C 2.955 0.297 2.345  -0.158
H 4.461 0.882 3.686  0.180
H 3.297 3.168 3.833  0.138
H 1.113 2.950 2.141  0.124
H 3.270 -0.736 2.142  0.149

Record 2
The following is a DFT calculation (wB97M-V/def2-TZVPD) of a structure of composition C11H25I2N8O5P2 in a non-equilibrium geometry.

The value obtained for the HOMO-LUMO gap is 5.936 eV. As for the total charge: +1.

Last column: Löwdin charge in e.
Positions of all 53 atoms, in Å:
C 2.221 0.373 0.177  -0.137
C 2.374 0.980 -1.348  -0.685
I 3.437 2.889 -1.661  0.793
C 1.757 0.239 -2.520  -0.700
I 1.977 1.108 -4.563  0.733
N 1.061 -1.061 -2.230  -0.198
N 1.861 -2.221 -2.355  0.089
C -0.225 -1.281 -1.838  -0.152
N -0.819 -2.670 -1.525  0.149
C -2.242 -2.295 -1.169  -0.133
P -3.569 -3.629 -0.696  0.768
O -3.069 -5.116 -1.036  -0.324
O -5.110 -3.379 -1.474  -0.175
O -3.796 -3.462 1.057  -0.218
N -2.481 -0.793 -1.239  0.023
N -1.271 -0.224 -1.646  -0.195
P -1.341 1.530 -1.851  0.770
N -2.194 2.119 -0.566  -0.324
H 2.790 -0.667 0.265  0.106
H 1.061 0.188 0.358  0.080
H 2.607 1.150 0.994  0.099
H 1.397 -2.874 -3.033  0.121
H 1.825 -2.718 -1.415  0.126
H -5.410 -2.460 -1.152  0.097
H -3.455 -2.524 1.265  0.089
H -3.386 -0.289 -1.058  0.169
H -0.078 2.222 -1.827  0.016
H -2.162 1.863 -3.021  0.043
H -1.551 2.810 -0.075  -0.014
C -6.317 -1.968 3.169  -0.332
O -6.988 -0.946 3.219  0.006
N -6.211 -2.904 4.176  -0.205
C -5.394 -4.093 4.041  -0.058
C -6.939 -2.694 5.410  -0.045
H -5.725 -2.225 2.276  0.103
H -6.031 -4.975 4.151  0.095
H -4.632 -4.090 4.826  0.093
H -4.902 -4.125 3.064  0.058
H -8.008 -2.630 5.186  0.097
H -6.615 -1.749 5.857  0.096
H -6.758 -3.514 6.110  0.091
C 7.723 3.166 -1.552  -0.340
O 7.365 2.346 -0.717  -0.016
N 7.701 4.535 -1.391  -0.212
C 8.143 5.441 -2.431  -0.063
C 7.221 5.086 -0.141  -0.049
H 8.105 2.853 -2.538  0.131
H 8.971 6.044 -2.047  0.093
H 7.311 6.095 -2.707  0.088
H 8.478 4.893 -3.316  0.086
H 7.841 4.708 0.677  0.098
H 6.189 4.759 0.019  0.075
H 7.262 6.179 -0.160  0.091

Record 3
The following is a DFT calculation (wB97M-V/def2-TZVPD) of a structure of composition C11H25N2O4P2Pt in a non-equilibrium geometry.

The value obtained for the HOMO-LUMO gap (alpha / beta) is 4.623 / 5.067 eV. Its multiplicity is 5. As for the total charge: +1.

Last column: Löwdin charge in e.
Positions of all 45 atoms, in Å:
C 1.067 -1.236 -3.286  -0.038
C 1.004 -1.164 -1.898  -0.348
N -0.199 -1.073 -1.288  -0.161
C -1.355 -1.007 -1.988  -0.359
C -1.321 -1.088 -3.376  -0.041
C -0.103 -1.208 -4.033  -0.095
C 2.245 -1.249 -1.039  -0.241
P 1.942 -0.800 0.713  0.686
Pt -0.272 -1.041 0.779  0.768
P -2.449 -0.643 0.568  0.675
C -2.657 -0.897 -1.237  -0.253
O 1.413 3.805 -3.047  -0.034
O 0.025 2.779 0.699  -0.143
H 2.053 -1.315 -3.738  0.119
H -2.272 -1.056 -3.902  0.119
H -0.066 -1.273 -5.117  0.103
C 2.926 -1.847 1.789  -0.225
C 2.471 0.909 0.903  -0.224
H -3.268 -0.069 -1.623  0.103
H -3.255 -1.815 -1.354  0.103
H 2.980 -0.646 -1.382  0.053
H 2.628 -2.283 -1.017  0.113
C -3.616 -1.721 1.403  -0.227
C -2.820 1.088 0.906  -0.230
H 0.092 2.191 4.576  0.111
H 0.187 3.655 1.096  0.057
H 1.571 3.800 -3.947  -0.009
H 2.169 4.282 -2.668  0.050
H -0.360 -1.103 2.398  -0.112
H 0.017 2.981 -0.363  0.150
H 3.981 -1.815 1.484  0.074
H 2.815 -1.457 2.811  0.053
H 2.547 -2.876 1.740  0.060
H 3.359 1.064 0.275  0.064
H 1.661 1.614 0.642  0.015
H 2.721 1.059 1.961  0.037
H -3.645 1.406 0.257  0.060
H -3.132 1.155 1.956  0.061
H -1.932 1.724 0.756  0.017
H -4.627 -1.295 1.360  0.072
H -3.607 -2.704 0.914  0.061
H -3.301 -1.829 2.448  0.056
O -0.285 1.316 4.833  -0.005
N 0.851 0.521 4.699  -0.119
O 1.820 1.159 4.337  0.022

Record 4
The following is a DFT calculation (wB97M-V/def2-TZVPD) of a structure of composition C11H25N2O4P2Sn in a non-equilibrium geometry.

The value obtained for the HOMO-LUMO gap is 6.005 eV. As for the total charge: +1.

Last column: Löwdin charge in e.
Positions of all 45 atoms, in Å:
C 1.531 3.074 -0.667  -0.032
C 1.111 1.855 -0.046  -0.365
N 0.607 0.829 -0.855  -0.014
C 0.826 0.870 -2.171  -0.364
C 1.378 1.996 -2.799  -0.039
C 1.697 3.124 -2.021  -0.053
C 1.250 1.647 1.321  -0.315
P 1.068 0.033 2.080  0.776
Sn -0.157 -1.315 0.256  0.888
P -0.720 -1.457 -2.150  0.774
C 0.454 -0.336 -2.997  -0.256
O -1.272 3.095 2.396  -0.083
O -2.614 0.481 2.382  -0.035
H 1.769 3.907 0.002  0.124
H 1.514 1.972 -3.864  0.106
H 2.102 4.007 -2.495  0.116
C 2.828 -0.312 2.288  -0.223
C 0.311 0.034 3.728  -0.215
H -0.007 -0.019 -3.941  0.111
H 1.346 -0.925 -3.263  0.114
H -0.597 2.535 1.975  -0.030
H 1.518 2.512 1.967  0.101
C -0.510 -3.088 -2.898  -0.215
C -2.331 -0.840 -2.700  -0.221
H -1.616 -0.659 0.991  0.001
H -3.232 0.403 3.098  0.073
H -2.313 1.309 2.561  -0.053
H -1.746 3.455 1.583  0.095
H 1.163 -2.390 0.223  -0.052
H -2.125 -1.120 0.618  0.127
H 3.218 0.399 3.029  0.076
H 2.927 -1.349 2.622  0.054
H 3.333 -0.146 1.326  0.067
H 0.790 0.802 4.352  0.071
H -0.776 0.208 3.689  0.033
H 0.499 -0.956 4.165  0.066
H -2.420 -0.963 -3.789  0.071
H -3.133 -1.409 -2.211  0.063
H -2.443 0.225 -2.453  0.069
H -0.770 -3.045 -3.966  0.073
H 0.529 -3.424 -2.788  0.068
H -1.167 -3.808 -2.386  0.064
O -1.103 -4.597 0.605  -0.039
N -1.124 -3.450 1.040  -0.463
O -1.589 -3.162 2.164  -0.115

Record 5
The following is a DFT calculation (wB97M-V/def2-TZVPD) of a structure of composition C11H26B3NO7S in a non-equilibrium geometry.

The value obtained for the HOMO-LUMO gap is 9.718 eV.

Last column: Löwdin charge in e.
Positions of all 49 atoms, in Å:
N -3.649 6.362 -2.619  0.003
C -4.295 5.203 -3.274  -0.253
C -3.439 3.918 -3.276  -0.037
B -1.937 4.078 -2.854  -0.512
O -1.475 4.624 -1.673  0.258
B -0.729 3.684 -1.012  -0.909
S -1.055 3.333 0.773  0.831
O 0.236 2.993 -1.691  0.274
B -0.046 2.781 -3.025  -0.492
C 0.755 1.645 -3.768  -0.081
O 0.591 0.465 -3.029  -0.141
O 1.294 -0.528 -3.752  -0.024
O -0.959 3.538 -3.691  0.320
H -3.582 7.139 -3.264  0.067
H -4.261 6.700 -1.888  0.068
H -5.213 4.982 -2.749  0.099
H -4.592 5.484 -4.275  0.103
H -3.428 3.542 -4.291  0.104
H -3.933 3.147 -2.699  0.111
H -2.368 3.122 0.655  -0.145
H 0.463 1.527 -4.806  0.121
H 1.814 1.910 -3.753  0.129
H 1.666 -1.131 -3.096  0.081
C 2.884 -4.037 0.743  -0.170
C 1.440 -3.821 0.310  -0.171
C 1.524 -2.471 -0.380  -0.194
O 2.842 -2.376 -0.946  -0.149
C 3.653 -3.435 -0.424  -0.202
H 3.138 -5.081 0.923  0.112
H 3.083 -3.472 1.657  0.105
H 1.146 -4.593 -0.405  0.115
H 0.731 -3.828 1.135  0.098
H 1.401 -1.652 0.335  0.121
H 0.780 -2.356 -1.171  0.112
H 3.814 -4.172 -1.219  0.116
H 4.621 -3.029 -0.128  0.115
C 0.879 -3.020 5.758  -0.170
C -0.287 -2.151 5.293  -0.170
C 0.206 -1.675 3.934  -0.198
O 1.039 -2.719 3.418  -0.166
C 1.323 -3.664 4.453  -0.206
H 0.607 -3.750 6.519  0.111
H 1.677 -2.391 6.159  0.114
H -1.185 -2.763 5.177  0.114
H -0.521 -1.330 5.969  0.112
H 0.807 -0.765 4.025  0.119
H -0.605 -1.483 3.231  0.118
H 0.757 -4.580 4.250  0.119
H 2.387 -3.905 4.438  0.116

Number 1: E_tot -2534.14336 Eh. Number 2: E_tot -2525.95438 Eh. Number 3: E_tot -1646.14343 Eh. Number 4: E_tot -1741.15809 Eh. Number 5: E_tot -1489.06251 Eh.